No. 1
Entry from the Open Molecules 2025 dataset: a structure of composition C44H54N2O3S2SeV (ωB97M-V/def2-TZVPD).

As for the total charge: +1. The calculation puts the LUMO energy at -4.50 eV. Its energy relative to the best compared isomer or geometry (same formula, charge and spin) is 0.0 kcal/mol. The value obtained for the orbital gap is 6.24 eV. The total energy is -6185.9271 a.u. Its spin multiplicity is 1.

Cartesian coordinates (Å):
1 V 0.6034 -0.1131 -0.8366
2 C 5.1567 -0.9828 -1.2055
3 C 4.3894 0.1365 -0.5829
4 N 3.9736 0.0209 0.6118
5 N 3.4242 1.1675 1.1461
6 C 2.2125 1.1478 1.4964
7 S 1.0856 -0.2504 1.3019
8 S 1.3997 2.5146 2.2217
9 C 2.8288 3.5082 2.7728
10 C 3.4752 2.9669 4.0176
11 C 4.7398 2.3930 3.9678
12 C 5.3292 1.8944 5.1216
13 C 4.6580 1.9647 6.3323
14 C 3.3958 2.5418 6.3895
15 C 2.8094 3.0399 5.2382
16 C 4.1443 1.3631 -1.3943
17 C 5.1917 2.1678 -1.8267
18 C 4.9484 3.3297 -2.5427
19 C 3.6464 3.6981 -2.8530
20 C 2.5860 2.9046 -2.4532
21 C 2.8493 1.7475 -1.7365
22 O 1.7939 0.9580 -1.3883
23 H 5.2544 -1.8103 -0.5088
24 H 6.1512 -0.6342 -1.4937
25 H 4.6643 -1.3208 -2.1196
26 H 2.3945 4.4929 2.9488
27 H 3.5319 3.5853 1.9452
28 H 5.2600 2.3333 3.0207
29 H 6.3146 1.4497 5.0729
30 H 5.1172 1.5759 7.2315
31 H 2.8708 2.6065 7.3335
32 H 1.8229 3.4876 5.2856
33 H 6.2072 1.8888 -1.5758
34 H 5.7762 3.9503 -2.8568
35 H 3.4552 4.6035 -3.4126
36 H 1.5622 3.1617 -2.6916
37 C -3.0911 -5.6003 -4.6443
38 C -2.5081 -5.9033 -3.2568
39 C -3.6671 -6.1294 -2.2858
40 C -1.6670 -7.1858 -3.3215
41 C -1.6194 -4.7401 -2.8234
42 C -1.8574 -4.0052 -1.6704
43 C -1.0292 -2.9392 -1.3628
44 Se -1.3338 -1.8318 0.1642
45 C -2.6572 -0.6830 -0.6003
46 C -3.9973 -1.0051 -0.5471
47 C -4.9212 -0.1874 -1.1917
48 C -4.4326 0.9322 -1.8574
49 C -3.0890 1.3077 -1.9215
50 C -2.2039 0.4584 -1.2595
51 O -0.8587 0.7046 -1.2200
52 C -2.7324 2.5848 -2.6966
53 C -1.2416 2.9415 -2.7003
54 C -3.1706 2.4011 -4.1578
55 C -3.4903 3.7673 -2.0744
56 C -6.4202 -0.4780 -1.1901
57 C -6.7519 -1.7630 -0.4315
58 C -7.1558 0.6897 -0.5179
59 C -6.9077 -0.6305 -2.6378
60 C 0.0563 -2.6132 -2.1613
61 O 0.8216 -1.5409 -1.7765
62 C 0.3485 -3.3344 -3.3217
63 C -0.5206 -4.3812 -3.6095
64 C 1.5639 -3.0196 -4.1963
65 C 2.8268 -3.3522 -3.3869
66 C 1.5765 -3.8678 -5.4702
67 C 1.5788 -1.5447 -4.6253
68 H -3.7338 -6.4219 -4.9644
69 H -2.3106 -5.4780 -5.3960
70 H -3.6888 -4.6867 -4.6245
71 H -4.2773 -6.9606 -2.6399
72 H -4.3139 -5.2519 -2.2174
73 H -3.3149 -6.3844 -1.2843
74 H -2.2920 -8.0256 -3.6293
75 H -1.2370 -7.4198 -2.3461
76 H -0.8510 -7.0983 -4.0398
77 H -2.6865 -4.2384 -1.0178
78 H -4.3099 -1.8917 -0.0139
79 H -5.1468 1.5707 -2.3600
80 H -0.6420 2.1667 -3.1807
81 H -0.8571 3.1120 -1.6941
82 H -1.1136 3.8641 -3.2697
83 H -2.6444 1.5630 -4.6186
84 H -2.9409 3.3034 -4.7267
85 H -4.2413 2.2165 -4.2440
86 H -3.2006 3.9097 -1.0319
87 H -4.5709 3.6300 -2.1097
88 H -3.2554 4.6814 -2.6219
89 H -6.4566 -1.7043 0.6180
90 H -6.2720 -2.6346 -0.8823
91 H -7.8288 -1.9305 -0.4598
92 H -6.8258 0.8158 0.5146
93 H -8.2302 0.4991 -0.5121
94 H -6.9871 1.6299 -1.0446
95 H -6.3864 -1.4474 -3.1405
96 H -6.7515 0.2794 -3.2187
97 H -7.9764 -0.8500 -2.6481
98 H -0.3368 -4.9550 -4.5057
99 H 2.8485 -4.4129 -3.1310
100 H 2.8731 -2.7814 -2.4599
101 H 3.7183 -3.1283 -3.9764
102 H 1.6540 -4.9345 -5.2542
103 H 2.4473 -3.5936 -6.0663
104 H 0.6881 -3.6964 -6.0810
105 H 1.6882 -0.8633 -3.7834
106 H 0.6623 -1.2890 -5.1614
107 H 2.4183 -1.3753 -5.3010

No. 2
Entry from the Open Molecules 2025 dataset: a structure of composition C20H42NP3RhS (ωB97M-V/def2-TZVPD).

As for the total charge: +3. The calculation puts the LUMO energy (spin up / spin down) at -8.01 / -13.00 eV. The value obtained for the orbital gap (spin up / spin down) is 7.26 / 2.92 eV. The total energy is -2373.7006 a.u. Its spin multiplicity is 5.

Cartesian coordinates (Å):
1 Rh 0.7644 -0.5402 0.2874
2 P 0.5867 -1.5159 2.3663
3 P 3.0127 -0.7300 -0.0633
4 P 0.2674 -2.1520 -1.1955
5 H -6.4864 4.6251 -3.6271
6 C -6.8598 3.5992 -3.5655
7 C -7.4965 3.1475 -2.4785
8 H -7.6572 3.7831 -1.6024
9 C 0.3927 -0.3548 3.7627
10 C 1.9058 -2.6323 2.9484
11 C -0.9551 -2.4943 2.4618
12 C 3.5323 0.1770 -1.5666
13 C 4.0006 0.0553 1.2635
14 C 3.8016 -2.3798 -0.2181
15 C -1.5094 -2.2850 -1.5692
16 C 0.6701 -3.8176 -0.5407
17 C 1.0569 -2.0699 -2.8422
18 H -6.7369 2.9786 -4.4570
19 H -7.9260 2.1421 -2.4428
20 H -0.3532 0.4145 3.5267
21 H 1.3496 0.1320 3.9991
22 H 0.0536 -0.9184 4.6422
23 H 2.8867 -2.1400 2.9632
24 H 1.9698 -3.5347 2.3276
25 H 1.6566 -2.9329 3.9762
26 H -1.8294 -1.8314 2.4166
27 H -0.9480 -3.0272 3.4216
28 H -1.0384 -3.2236 1.6484
29 H 4.6128 0.0645 -1.7044
30 H 3.2928 1.2401 -1.4333
31 H 3.0117 -0.1930 -2.4567
32 H 5.0397 -0.2785 1.1856
33 H 3.6160 -0.2055 2.2585
34 H 3.9600 1.1467 1.1471
35 H 4.8881 -2.2184 -0.2319
36 H 3.5143 -2.8906 -1.1454
37 H 3.5635 -3.0155 0.6431
38 H -1.6478 -3.1335 -2.2530
39 H -1.8601 -1.3627 -2.0468
40 H -2.0872 -2.4395 -0.6499
41 H 0.5879 -4.5308 -1.3741
42 H -0.0404 -4.1223 0.2400
43 H 1.6866 -3.8780 -0.1309
44 H 0.5315 -2.7801 -3.4961
45 H 2.1277 -2.3188 -2.8222
46 H 0.9271 -1.0590 -3.2529
47 C -2.2995 1.1877 -0.8040
48 C -1.6697 1.3689 -2.0562
49 C -2.3244 2.0288 -3.0901
50 C -3.5939 2.5736 -2.8882
51 C -4.2420 2.3819 -1.6638
52 C -3.6175 1.7013 -0.6287
53 S -1.5738 0.4345 0.5466
54 H 0.5543 0.0057 -1.2191
55 H -0.6563 0.9974 -2.1877
56 H -1.8283 2.1252 -4.0551
57 H -4.0821 3.1433 -3.6787
58 H -5.2522 2.7713 -1.5290
59 H -4.1176 1.5653 0.3303
60 C 3.1518 3.2546 3.3099
61 C 1.7959 3.3008 2.5868
62 C 1.4856 2.1108 1.8349
63 N 1.2067 1.1868 1.1990
64 H 3.2544 2.3338 3.8905
65 H 3.2394 4.1055 3.9931
66 H 3.9644 3.3111 2.5831
67 H 0.9913 3.4621 3.3186
68 H 1.7783 4.1498 1.8879